C9H8N2O2 | the ωB97M-V functional and the def2-TZVPD basis

Cartesian coordinates (Å):
N 3.417 -1.721 0.295
C 3.070 -0.358 0.622
C 1.451 0.085 0.557
C 0.260 0.169 0.498
C -1.164 0.276 0.326
C -1.931 1.432 0.492
C -3.186 1.532 -0.006
C -3.826 0.425 -0.671
C -3.131 -0.754 -0.762
C -1.856 -0.881 -0.336
N 3.850 0.558 -0.181
O 3.931 1.669 0.337
O 4.316 0.219 -1.258
H 3.033 -2.109 -0.586
H 3.358 -2.367 0.984
H 3.366 -0.033 1.590
H -1.454 2.372 1.033
H -3.748 2.397 -0.069
H -4.873 0.717 -1.135
H -3.517 -1.735 -1.310
H -1.364 -1.892 -0.419

Summary:
**E_HOMO**: -0.32786 Eh
**LUMO**: -0.00020 hartree
**Structure (SMILES)**: N[C@H](C#Cc1ccccc1)[N+](=O)[O-]
**Molar mass**: 176.175 Da

C9H8N2O4 | the ωB97M-V functional and the def2-TZVPD basis

Cartesian coordinates (Å):
C -2.740 -0.545 0.194
C -2.179 -1.609 -0.371
C 1.424 1.449 -0.359
C -2.166 0.817 0.329
C -0.002 1.930 -0.147
C 1.823 0.186 0.307
C 2.305 2.249 -0.952
C -0.033 -0.733 -0.851
C 0.877 -1.956 1.068
N -0.922 0.932 -0.228
N 0.940 -0.880 0.100
O -2.743 1.710 0.896
O -0.237 3.091 0.064
O 2.774 0.074 1.039
O -0.956 -1.703 -0.973
H -3.731 -0.641 0.607
H -2.686 -2.561 -0.450
H 3.336 1.960 -1.079
H 1.998 3.207 -1.334
H 0.299 -0.316 -1.800
H 0.899 -2.917 0.555
H 1.750 -1.859 1.713
H -0.031 -1.882 1.671

Summary:
**E_HOMO**: -0.35512 Eh
**LUMO**: -0.00983 hartree
**Molar mass**: 208.173 Da

C9H8N3O | the ωB97M-V functional and the def2-TZVPD basis

Cartesian coordinates (Å):
C 3.880 0.650 -0.478
N 2.665 0.323 -0.435
C 1.526 0.127 -0.009
C 1.187 -1.096 0.742
C -0.049 -1.675 0.005
O -0.262 -2.824 -0.323
C -1.156 -0.615 0.008
C -2.440 -1.027 -0.054
C -3.394 0.012 -0.155
N -3.063 1.285 -0.176
C -1.806 1.706 0.014
C -0.840 0.737 0.053
N 0.552 1.063 -0.068
H 4.171 1.337 0.212
H 4.675 0.348 -1.233
H 1.916 -1.885 0.912
H 0.780 -0.871 1.662
H -2.830 -1.992 -0.078
H -4.352 -0.339 -0.247
H -1.778 2.720 -0.013
H 0.617 2.017 -0.339

Summary:
**E_HOMO**: -0.48076 Eh
**Charge**: +1
**LUMO**: -0.18351 hartree
**Structure (SMILES)**: C=[N+]=C1CC(=O)c2ccncc2N1
**Molar mass**: 174.183 Da

C9H8N3O2 | the ωB97M-V functional and the def2-TZVPD basis

Cartesian coordinates (Å):
O 5.126 -0.612 -1.474
C 4.385 0.367 -1.280
O 4.876 1.642 -0.928
C 2.991 0.291 -1.276
N 2.204 1.276 -0.950
N 0.966 1.272 -1.035
N 0.039 0.710 -1.691
C -1.080 0.221 -1.399
C -1.584 -0.140 -0.078
C -2.645 -1.019 0.011
C -3.150 -1.474 1.169
C -2.739 -0.922 2.421
C -1.640 -0.124 2.281
C -1.042 0.338 1.119
H 4.186 2.383 -1.063
H 2.508 -0.676 -1.486
H -1.678 0.130 -2.310
H -3.009 -1.697 -0.771
H -3.888 -2.287 1.227
H -3.121 -1.151 3.340
H -1.277 0.308 3.248
H -0.429 1.165 0.925

Summary:
**E_HOMO**: -0.11652 Eh
**Charge**: -1
**LUMO**: 0.11791 hartree
**Structure (SMILES)**: [O-]/C(O)=C/N=N\N=C/c1ccccc1
**Molar mass**: 190.182 Da

In order of appearance, energy relative to the best compared isomer or geometry (same formula, charge and spin) = 169.3 53.3 22.4 57.0 kcal per mole.